1.
The molecule CHFN2O, computed with ωB97M-V with the def2-TZVPD basis set.

Last column: Löwdin charge in e.
Positions of all 6 atoms, in Å:
H  0.07  1.28  -0.78  0.145
N  -0.13  0.97  0.33  0.095
N  0.82  0.41  0.79  -0.011
C  2.11  0.12  0.23  -0.456
O  2.96  0.91  0.51  0.153
F  2.50  -0.98  -0.53  0.074

HOMO: -10.38 eV
Max |F|: 0.087 Eh/bohr
Relative energy (zero: lowest compared OMol25 entry of this formula, charge and spin): 19.3 kcal/mol
E_LUMO: -0.33 eV
SMILES: [H]/N=N\C(=O)F
Net charge: 0
HOMO-LUMO gap: 10.044 eV

=====

2.
A 12-piece molecular cluster, C36H100N12O16 overall, computed with ωB97M-V with the def2-TZVPD basis set.

Last column: Löwdin charge in e.
Positions of all 164 atoms, in Å:
C  2.72  -1.01  1.28  -0.097
O  2.62  -1.60  2.57  -0.203
C  2.16  -0.69  3.57  -0.209
C  3.31  0.19  4.03  -0.190
N  4.46  -0.45  4.72  -0.042
C  4.74  -1.87  4.59  -0.222
C  6.02  -2.27  5.37  -0.203
O  7.19  -1.66  4.83  -0.202
C  7.61  -2.19  3.60  -0.121
H  1.72  -0.83  0.86  0.069
H  3.25  -1.73  0.64  0.073
H  3.27  -0.06  1.27  0.083
H  1.79  -1.31  4.40  0.114
H  1.30  -0.11  3.21  0.098
H  2.90  0.96  4.70  0.110
H  3.69  0.75  3.15  0.097
H  5.28  0.05  4.40  0.104
H  4.89  -2.18  3.54  0.093
H  3.90  -2.47  4.95  0.117
H  6.13  -3.37  5.33  0.119
H  6.00  -1.96  6.42  0.121
H  8.08  -3.19  3.73  0.093
H  8.33  -1.50  3.17  0.088
H  6.77  -2.29  2.89  0.073
C  -7.00  -1.48  -5.74  -0.091
O  -6.10  -1.69  -4.63  -0.209
C  -4.86  -2.27  -5.03  -0.220
C  -3.91  -2.45  -3.82  -0.206
N  -4.44  -3.20  -2.68  -0.046
C  -3.74  -3.06  -1.38  -0.192
C  -4.63  -3.50  -0.22  -0.206
O  -5.49  -2.38  0.01  -0.225
C  -6.17  -2.46  1.26  -0.121
H  -6.46  -1.11  -6.62  0.083
H  -7.74  -0.75  -5.44  0.085
H  -7.51  -2.42  -6.01  0.086
H  -4.36  -1.59  -5.75  0.108
H  -5.03  -3.23  -5.56  0.125
H  -3.63  -1.42  -3.50  0.104
H  -2.98  -2.93  -4.18  0.100
H  -5.43  -2.98  -2.57  0.101
H  -3.50  -2.00  -1.13  0.107
H  -2.80  -3.63  -1.40  0.108
H  -4.00  -3.68  0.66  0.088
H  -5.20  -4.42  -0.41  0.134
H  -5.46  -2.58  2.09  0.078
H  -6.83  -3.36  1.26  0.093
H  -6.79  -1.58  1.40  0.087
C  -4.38  0.74  0.63  -0.085
O  -3.33  0.80  1.60  -0.205
C  -2.65  -0.44  1.85  -0.193
C  -1.38  -0.13  2.66  -0.176
N  -0.97  -1.17  3.63  -0.045
C  -1.93  -1.52  4.70  -0.191
C  -1.22  -2.43  5.70  -0.196
O  -0.96  -3.69  5.06  -0.268
C  -0.29  -4.67  5.81  -0.083
H  -4.01  0.77  -0.41  0.071
H  -5.02  1.61  0.81  0.087
H  -4.95  -0.18  0.77  0.058
H  -2.41  -0.99  0.92  0.111
H  -3.34  -1.06  2.46  0.109
H  -1.58  0.79  3.24  0.122
H  -0.55  0.07  1.98  0.095
H  -0.77  -2.02  3.12  0.067
H  -2.80  -2.09  4.32  0.105
H  -2.33  -0.63  5.20  0.131
H  -1.86  -2.60  6.57  0.128
H  -0.28  -1.99  6.04  0.121
H  0.15  -5.37  5.11  0.092
H  -0.98  -5.20  6.48  0.096
H  0.51  -4.23  6.42  0.091
C  1.49  3.09  0.70  -0.087
O  2.55  2.92  1.65  -0.223
C  2.32  3.66  2.87  -0.195
C  2.43  5.23  2.85  -0.185
N  3.57  5.66  2.02  -0.058
C  4.77  5.92  2.79  -0.247
C  5.94  6.39  1.99  -0.255
O  6.42  5.41  1.08  -0.183
C  6.92  6.04  -0.09  -0.115
H  1.77  2.49  -0.17  0.075
H  1.38  4.13  0.40  0.088
H  0.53  2.73  1.10  0.082
H  3.03  3.25  3.60  0.105
H  1.30  3.40  3.23  0.116
H  2.54  5.56  3.90  0.117
H  1.51  5.68  2.45  0.102
H  3.78  4.86  1.42  0.098
H  5.08  5.04  3.39  0.130
H  4.56  6.74  3.50  0.123
H  6.75  6.67  2.70  0.131
H  5.64  7.28  1.43  0.121
H  6.11  6.27  -0.80  0.092
H  7.65  5.39  -0.55  0.083
H  7.42  6.99  0.17  0.084
N  -0.94  -1.02  -5.21  0.205
C  0.35  -0.73  -5.19  -0.663
N  1.04  -1.87  -4.90  0.161
O  0.84  0.37  -5.34  0.035
H  -1.64  -0.29  -5.34  0.086
H  -1.29  -1.95  -5.08  0.080
H  0.55  -2.70  -4.68  0.056
H  2.00  -1.81  -4.63  0.091
N  1.25  -4.02  -2.81  0.175
C  1.74  -3.82  -1.56  -0.659
N  3.07  -3.96  -1.50  0.191
O  1.07  -3.49  -0.63  0.038
H  0.26  -3.94  -2.92  0.108
H  1.83  -4.36  -3.55  0.101
H  3.52  -3.72  -0.64  0.105
H  3.61  -4.30  -2.26  0.104
N  -2.30  -4.58  2.86  0.181
C  -1.65  -4.60  1.68  -0.699
N  -0.44  -4.03  1.72  0.197
O  -2.13  -5.13  0.69  0.011
H  -1.89  -4.16  3.68  0.040
H  -3.23  -4.93  2.86  0.102
H  0.14  -3.96  0.91  0.055
H  -0.11  -3.64  2.58  0.082
N  -0.37  4.83  -4.17  0.167
C  -0.34  3.59  -4.75  -0.666
N  0.64  2.84  -4.30  0.191
O  -1.12  3.18  -5.59  0.015
H  0.33  5.08  -3.51  0.091
H  -0.92  5.55  -4.60  0.101
H  1.28  3.10  -3.58  0.100
H  0.73  1.94  -4.75  0.045
C  4.58  0.18  -1.72  -0.075
C  3.13  -0.05  -2.13  -0.329
O  2.69  0.88  -3.11  -0.080
H  4.63  1.03  -1.03  0.076
H  5.26  0.39  -2.55  0.076
H  4.93  -0.69  -1.16  0.064
H  2.50  -0.02  -1.22  0.089
H  3.02  -1.08  -2.53  0.098
H  1.95  0.52  -3.63  0.030
C  -4.07  4.69  -0.48  -0.079
C  -2.83  3.96  -1.04  -0.323
O  -1.65  4.32  -0.34  -0.091
H  -3.88  5.77  -0.56  0.072
H  -4.29  4.45  0.56  0.071
H  -4.95  4.47  -1.10  0.071
H  -2.69  4.23  -2.09  0.094
H  -2.97  2.87  -0.99  0.079
H  -1.70  3.86  0.51  0.078
C  -0.83  0.71  -1.80  -0.057
C  -0.61  -0.76  -1.74  -0.331
O  -0.25  -1.13  -0.44  -0.096
H  -1.63  1.03  -1.13  0.062
H  -1.11  0.98  -2.83  0.072
H  0.09  1.24  -1.55  0.067
H  0.22  -1.02  -2.45  0.097
H  -1.52  -1.30  -2.08  0.093
H  0.17  -2.00  -0.47  0.027
C  -4.34  1.76  -3.63  -0.071
C  -4.21  1.43  -5.11  -0.305
O  -2.87  1.18  -5.47  -0.125
H  -3.84  1.00  -3.02  0.053
H  -5.38  1.84  -3.30  0.080
H  -3.85  2.72  -3.43  0.058
H  -4.60  2.28  -5.70  0.122
H  -4.80  0.56  -5.39  0.083
H  -2.34  2.03  -5.48  0.046

HOMO: -8.32 eV
Max |F|: 0.049 Eh/bohr
E_LUMO: -0.03 eV
SMILES: COCCNCCOC.COCCNCCOC.COCCNCCOC.COCCNCCOC.NC(N)=O.NC(N)=O.NC(N)=O.NC(N)=O.CCO.CCO.CCO.CCO
Net charge: 0
HOMO-LUMO gap: 8.292 eV